C15H8Br4F3N2NiO2S | wB97M-V/def2-TZVPD

```
36
Properties=species:S:1:pos:R:3:lowdin_spin:R:1
Ni 0.329 -0.968 -1.025 1.69
F -4.323 0.103 -3.852 0.00
C -3.202 0.620 -4.441 0.00
F -2.682 -0.294 -5.288 0.00
F -3.654 1.646 -5.263 0.00
C -2.141 1.170 -3.500 0.00
C -1.849 2.503 -3.452 0.00
C -0.786 2.956 -2.726 0.00
C 0.013 2.036 -2.062 0.00
N -0.266 0.711 -2.088 0.03
C -1.343 0.312 -2.699 0.01
S -1.709 -1.356 -2.482 0.05
H -2.478 3.271 -3.959 0.00
H -0.510 4.050 -2.636 0.00
H 0.840 2.528 -1.461 0.00
Br 4.310 -1.119 4.468 0.00
C 3.353 -1.612 2.869 0.00
C 3.087 -2.955 2.581 0.00
Br 3.394 -4.379 3.757 0.00
C 2.422 -3.227 1.412 0.01
Br 2.028 -4.934 0.737 0.00
C 1.899 -2.226 0.610 0.00
O 1.190 -2.509 -0.461 0.07
C 2.182 -0.810 0.808 0.00
O 1.724 0.091 0.038 0.07
C 2.918 -0.561 2.049 0.00
Br 3.123 1.286 2.396 0.00
C -0.326 0.883 3.550 0.00
C -1.489 0.270 2.829 0.00
C -1.030 -0.405 1.621 0.00
N -0.716 -0.791 0.586 0.05
H -0.746 1.537 4.393 0.00
H 0.280 1.601 2.937 0.00
H 0.373 0.106 3.907 0.00
H -2.264 0.982 2.446 0.00
H -1.951 -0.515 3.403 0.00
```

Properties
* HOMO level (alpha / beta): -4.024 / -4.033 eV
* 2S+1: 3
* E_LUMO (alpha / beta): 2.416 / 2.417 eV
* charge: -1
* <S²>: 2.01
* Kohn-Sham gap (alpha / beta): 6.44 / 6.45 eV